No. 1
Molecular formula: CH7O5
Method: DFT, the ωB97M-V functional and the def2-TZVPD basis

Each line ends with the Löwdin charge.
Element x y z (Å)
O: 0.119 -0.160 -2.011  -0.08
C: 0.757 -0.667 -1.082  -0.57
O: 0.668 -0.337 0.138  -0.15
H: 1.508 -1.440 -1.356  0.11
H: 2.264 0.236 2.570  0.01
H: 1.933 0.422 1.099  -0.01
O: 2.535 0.760 1.808  -0.12
H: -0.794 -1.060 0.988  -0.01
H: -1.975 -0.155 1.186  0.01
O: -1.659 -1.032 1.443  -0.11
H: -1.157 1.031 -0.795  0.01
H: -2.394 0.492 -1.420  0.02
O: -2.103 1.255 -0.915  -0.10

Results
total charge	-1
HOMO energy	-5.567	eV
HOMO-LUMO gap	9.6342	eV
energy above the lowest of the compared OMol25 structures with the same formula, charge and spin	3.78	kcal/mol



No. 2
Molecular formula: CH7OS
Method: DFT, the ωB97M-V functional and the def2-TZVPD basis

Each line ends with the Löwdin charge.
Element x y z (Å)
O: -0.908 -0.104 2.369  -0.08
H: -0.831 0.988 -0.627  -0.01
H: -1.743 0.386 2.439  0.07
H: -0.877 -0.658 3.153  0.07
C: 1.040 -0.030 -1.681  -0.26
S: -0.460 -0.290 -0.649  1.07
H: 1.041 -0.863 -2.383  0.06
H: 1.905 -0.061 -1.043  0.06
H: 0.868 0.901 -2.211  0.06
H: -0.036 -0.269 0.634  -0.04

Results
total charge	+1
HOMO energy	-16.315	eV
HOMO-LUMO gap	12.3103	eV
energy above the lowest of the compared OMol25 structures with the same formula, charge and spin	3.93	kcal/mol



No. 3
Molecular formula: CH7OS
Method: DFT, the ωB97M-V functional and the def2-TZVPD basis

Each line ends with the Löwdin charge.
Element x y z (Å)
O: 0.562 -0.497 2.568  -0.08
H: 1.252 1.038 -0.727  0.01
H: 1.016 -0.871 3.323  0.06
H: -0.265 -0.155 2.933  0.06
C: -0.661 0.030 -1.844  -0.29
S: 0.554 -0.113 -0.507  1.07
H: -0.425 0.900 -2.445  0.06
H: -0.443 -0.784 -2.533  0.06
H: -1.664 0.046 -1.440  0.07
H: 0.074 0.405 0.671  -0.01

Results
total charge	+1
HOMO energy	-15.961	eV
HOMO-LUMO gap	11.7925	eV
energy above the lowest of the compared OMol25 structures with the same formula, charge and spin	9.27	kcal/mol